Entry 1:
C22H27F6N5O6ReSSbSe2 as an isolated structure at a distorted geometry. Source: the OMol25 dataset; level of theory: wB97M-V/def2-TZVPD.

energy above the lowest of the compared OMol25 structures with the same formula, charge and spin	1.040	eV
total charge	0
multiplicity	3

Geometry (Å):
Re (1.19606, -0.01141, -0.09748)
Sb (1.09182, 0.02182, -4.37744)
Se (-2.01363, -2.13103, -0.39711)
Se (0.19112, -2.11585, -1.03016)
S (0.34475, -0.02165, 2.19013)
F (1.38354, 0.28809, -2.41400)
F (2.81947, -0.77758, -4.28712)
F (0.92287, -0.13377, -6.23739)
F (0.39463, -1.75149, -4.23757)
F (-0.65442, 0.66971, -4.08138)
F (1.82945, 1.74235, -4.55464)
O (-6.98923, 3.66447, -0.05030)
O (-0.15578, -3.08880, 2.01279)
O (0.03059, 2.37722, -1.14437)
O (-0.88855, 0.50308, -0.39399)
O (-0.88701, -6.45294, -1.37713)
O (-6.06257, 5.52640, -0.60678)
N (-0.53916, 2.39555, 3.01580)
N (-6.02982, 4.32768, -0.39886)
N (1.24996, 2.43127, 1.61429)
N (3.22571, -0.08892, -0.48816)
N (1.94811, 1.69327, 0.74132)
C (0.46625, -4.02950, -0.61019)
C (-0.67895, -4.64875, 0.19692)
C (-3.44470, 1.64889, -0.39700)
C (-0.67341, -6.17100, -0.00913)
C (0.34620, 1.73957, 2.26210)
C (-0.95891, 1.73488, -0.81188)
C (-1.44822, 1.78428, 3.96847)
C (3.63762, 3.44967, 0.75174)
C (-4.66862, 2.28383, -0.29005)
C (-3.64174, 4.36436, -0.98639)
C (-0.80748, 1.61090, 5.34465)
C (5.03765, 1.36013, -1.09699)
C (5.01139, -0.90409, -1.84747)
C (3.82255, -1.07277, -1.17874)
C (-2.42448, 3.71891, -1.09493)
C (3.11992, 2.11398, 0.34709)
C (-0.49392, -4.42047, 1.71521)
C (3.83271, 1.13226, -0.44047)
C (-4.74868, 3.63971, -0.57001)
C (5.63060, 0.34051, -1.81246)
C (-2.32102, 2.36518, -0.79417)
C (-1.99550, -4.09096, -0.36576)
H (-1.42158, -4.70674, 2.22680)
H (-0.51657, 2.57882, 5.75379)
H (3.30137, -2.01935, -1.20512)
H (-2.12137, -4.43522, -1.38901)
H (-0.42503, 3.39802, 3.03079)
H (-2.33047, 2.42011, 4.03905)
H (-1.53269, 4.24862, -1.39961)
H (6.55246, 0.51227, -2.35019)
H (-2.85065, -4.42766, 0.22171)
H (-3.74592, 5.41568, -1.20888)
H (0.31224, -5.07876, 2.06701)
H (-5.55594, 1.75145, 0.01783)
H (3.44151, 3.60290, 1.81132)
H (5.47640, 2.34629, -1.06248)
H (5.44129, -1.72023, -2.40810)
H (-1.03283, -7.39471, -1.49544)
H (3.09960, 4.22663, 0.20491)
H (-0.03380, -2.98037, 2.96106)
H (-3.35408, 0.60063, -0.15984)
H (-1.46147, -6.60733, 0.61704)
H (0.29013, -6.57722, 0.32506)
H (-1.74342, 0.81462, 3.56854)
H (0.07874, 0.98124, 5.26212)
H (4.70282, 3.53941, 0.55585)
H (0.50638, -4.49618, -1.59209)
H (-1.50951, 1.13976, 6.03288)
H (1.42522, -4.14964, -0.10593)


Entry 2:
A 4-piece molecular cluster, C23H32B3F24NO6 overall. Source: the OMol25 dataset; level of theory: wB97M-V/def2-TZVPD.

total charge	0
SMILES	FC(F)C(F)(F)COC(F)(F)C(F)F.FC(F)C(F)(F)COC(F)(F)C(F)F.FC(F)C(F)(F)COC(F)(F)C(F)F.CCCCNB1OBOB([C@H](C)CC)O1

Geometry (Å):
F (3.50216, 3.88590, 3.70888)
F (-3.52903, 1.03286, -0.42036)
F (7.36628, 5.96144, 3.98327)
F (11.57487, 5.06101, 3.71148)
F (-1.72756, -0.75975, 1.98232)
F (9.17128, 4.49569, 5.35287)
F (5.21701, 2.76319, 2.94132)
F (-5.68247, -0.88236, 4.39712)
F (0.57650, 3.75755, 4.26843)
F (1.61230, 4.46325, 1.75783)
F (9.02928, 5.34984, 2.69862)
F (-1.04121, 0.35502, 0.23172)
F (-1.22661, 3.04674, 3.22668)
F (-2.90515, 1.73671, 1.56590)
F (-3.96270, -1.62252, 3.29082)
F (10.48923, 3.20649, 1.87291)
F (11.92838, 1.75438, 2.61323)
F (-3.36212, -0.70205, 5.77463)
F (-0.30605, 5.36841, 2.29147)
F (7.21473, 3.53710, 5.08044)
F (-2.51268, 0.59608, 4.23030)
F (3.75510, 0.49902, 2.85859)
F (2.95788, 2.08284, 1.60029)
F (12.98465, 4.21856, 2.26289)
O (1.94095, 1.54369, 3.54099)
O (10.41550, 2.51573, 4.01834)
O (-4.90096, 0.35688, 2.75697)
O (-5.85852, -2.76325, -2.57730)
O (-5.38374, -1.89719, -4.73976)
O (-3.90603, -1.47987, -2.93036)
N (-3.01510, -1.60474, -5.22968)
C (-1.66485, -1.20994, -4.81203)
C (-3.66330, 0.18733, 4.80411)
C (9.00317, 2.57974, 3.96553)
C (-4.55033, -0.50422, 3.75579)
C (0.30351, 4.20716, 1.96703)
C (0.12428, 3.21424, 3.12198)
C (11.20222, 2.84948, 2.95621)
C (-2.09427, -0.31764, 0.76081)
C (12.21808, 3.93798, 3.34019)
C (7.94968, 4.90535, 3.37595)
C (-0.60736, -1.97053, -5.59726)
C (-3.28176, 0.64848, 0.86841)
C (-7.33941, -3.55654, -4.54913)
C (-5.97043, -5.52419, -5.46442)
C (-0.90467, -3.92134, -3.89048)
C (-0.53413, -3.48668, -5.31272)
C (0.68520, 1.79720, 2.93195)
C (8.37574, 3.89473, 4.44812)
C (4.05279, 2.66260, 3.63265)
C (-4.60673, 0.09137, 1.40056)
C (-8.00202, -4.49047, -3.53304)
C (3.11905, 1.70059, 2.88057)
C (-6.84345, -4.31019, -5.80007)
B (-4.08204, -1.63339, -4.31233)
B (-4.58056, -2.42760, -2.20332)
B (-6.17336, -2.70299, -3.94109)
H (-7.27720, -5.14800, -3.05103)
H (-0.37870, -4.83744, -3.61967)
H (-6.56420, -6.42350, -5.29940)
H (-8.49628, -3.92404, -2.74278)
H (-5.36632, -5.35324, -4.56730)
H (4.25831, 2.28561, 4.63563)
H (7.23746, 4.45561, 2.68017)
H (-3.01235, -2.36075, -5.89935)
H (-4.18457, 1.04318, 5.23569)
H (-0.01454, 1.15197, 3.46034)
H (-0.83961, -1.83052, -6.65847)
H (-0.14343, 3.81420, 1.05016)
H (-8.10689, -2.84691, -4.88875)
H (-4.02502, -2.98782, -1.30588)
H (-5.27793, -5.74369, -6.27887)
H (-0.63806, -3.16771, -3.14875)
H (-5.37267, 0.63345, 0.84811)
H (-2.33360, -1.16622, 0.11553)
H (0.48631, -3.81794, -5.51555)
H (-1.97232, -4.12776, -3.78866)
H (12.84906, 3.58679, 4.15856)
H (0.67175, 1.51214, 1.88047)
H (8.61275, 2.30299, 2.98646)
H (8.66680, 1.83460, 4.68414)
H (-6.28216, -3.62589, -6.43872)
H (-7.71208, -4.63830, -6.37763)
H (0.36725, -1.50257, -5.44574)
H (-1.15471, -4.02684, -6.03291)
H (-1.53309, -0.13948, -4.98895)
H (-1.54665, -1.36702, -3.73897)
H (-8.75686, -5.11645, -4.01615)
H (-4.71166, -0.96558, 1.15346)


Entry 3:
C26H37N4O2S2Ti as an isolated structure at a distorted geometry. Source: the OMol25 dataset; level of theory: wB97M-V/def2-TZVPD.

energy above the lowest of the compared OMol25 structures with the same formula, charge and spin	2.419	eV
total charge	+1

Geometry (Å):
Ti (-0.73800, -0.56139, -0.24244)
S (1.01367, 0.52319, -1.73511)
S (3.28974, 1.72123, -0.24595)
O (-0.75479, -1.99964, -1.23212)
O (-1.82130, -0.93660, 1.01296)
N (-1.32581, 1.34975, -0.30269)
N (-0.97620, 3.61717, 0.05869)
N (1.91680, -0.32866, 0.65409)
N (0.87111, -1.18181, 0.57794)
C (-0.81172, -3.13134, -0.55749)
C (6.00021, 0.73732, -2.40831)
C (-0.28649, -4.54674, 1.35227)
C (1.99912, -2.72545, 2.05096)
C (4.33647, -0.95626, -2.07941)
C (-1.56915, -4.18948, -1.07967)
C (-0.28626, 4.70584, 0.73133)
C (-1.87838, 3.98221, -1.02615)
C (6.22863, 0.26192, -3.68656)
C (4.55734, -1.42365, -3.36038)
C (-3.34526, 3.71182, -0.67452)
C (-1.15681, 5.42448, 1.75976)
C (5.50700, -0.81802, -4.16522)
C (-1.04241, -5.56193, 0.81548)
C (-3.59548, -2.45170, 1.59506)
C (-3.21689, -1.06135, 1.05376)
C (4.78897, 0.64650, -0.21314)
C (2.00384, 0.50377, -0.35091)
C (-0.82807, 2.33409, 0.39441)
C (0.87931, -2.36649, 1.12769)
C (-3.77456, 0.03004, 1.98032)
C (-1.67413, -5.39085, -0.41410)
C (-0.11236, -3.32246, 0.68347)
C (-0.07445, 1.98522, 1.64632)
C (-3.78518, -0.88617, -0.37581)
C (5.05784, 0.12729, -1.58824)
H (5.68309, -1.18650, -5.16375)
H (-3.71682, 4.45283, 0.02908)
H (-2.02553, 5.87654, 1.28812)
H (-0.39501, 2.61496, 2.47325)
H (-3.08153, -1.30308, -1.11245)
H (0.01716, 5.42201, -0.03649)
H (-1.60006, 3.44630, -1.94224)
H (6.55959, 1.58624, -2.03972)
H (-3.47357, 2.72912, -0.21996)
H (-1.14664, -6.48912, 1.35282)
H (-4.86016, 0.04249, 1.93680)
H (-1.50120, 4.74777, 2.53795)
H (-3.96573, 0.16552, -0.59851)
H (-3.45216, -0.16456, 3.00047)
H (-1.74365, 5.04433, -1.23059)
H (-3.18761, -3.22724, 0.94882)
H (-1.76565, 1.63934, -1.17786)
H (-3.95092, 3.75743, -1.57692)
H (0.99850, 2.13445, 1.49827)
H (2.95216, -2.50449, 1.57124)
H (-4.73416, -1.41374, -0.47381)
H (3.59507, -1.43268, -1.45135)
H (-3.39462, 1.00775, 1.68004)
H (0.15307, -4.68086, 2.32674)
H (3.98735, -2.26281, -3.72834)
H (-0.57828, 6.21701, 2.22770)
H (1.97601, -3.76485, 2.35158)
H (-3.18898, -2.59307, 2.59607)
H (4.59467, -0.14133, 0.51246)
H (-4.67690, -2.55396, 1.64626)
H (1.93930, -2.08107, 2.93168)
H (-0.25845, 0.93204, 1.91187)
H (-2.07688, -4.01525, -2.01811)
H (-2.25514, -6.19435, -0.84055)
H (0.62311, 4.33221, 1.20109)
H (6.97132, 0.73753, -4.31019)
H (5.58291, 1.30125, 0.14222)


Entry 4:
C45H41INOPtTe as an isolated structure. Source: the OMol25 dataset; level of theory: wB97M-V/def2-TZVPD.

energy above the lowest of the compared OMol25 structures with the same formula, charge and spin	0.195	eV
total charge	-2
multiplicity	4

Geometry (Å):
Pt (-0.86167, 1.80743, 0.30856)
I (-1.23568, 2.54195, 3.15175)
Te (-3.04658, -0.48269, 0.31132)
O (-4.16210, 1.57038, -2.29140)
N (-2.32294, 1.29264, -0.96830)
C (2.63435, -0.60027, -4.13561)
C (2.53060, -0.04613, -2.87292)
C (-2.99253, -1.26032, 3.73359)
C (2.13028, 0.76247, -0.18688)
C (-1.49011, -1.54882, -0.68325)
C (-0.82623, 4.50972, 2.60142)
C (6.88157, 1.27769, 0.63262)
C (3.55327, -0.20594, -1.92088)
C (3.75018, -1.34931, -4.49343)
C (-2.31747, 3.01369, -2.71415)
C (-0.48281, -2.38933, -2.70851)
C (0.59795, -2.89935, -2.01408)
C (0.00086, 6.18761, 1.07969)
C (4.65224, -1.00038, -2.28515)
C (0.31609, 4.32329, -0.94707)
C (6.67645, 1.35020, 2.00460)
C (-4.92761, -5.86064, 3.80040)
C (4.35232, 0.81664, 1.65432)
C (-4.42018, -4.67820, 3.01726)
C (-0.96719, 5.44769, 3.58740)
C (-1.52348, -1.70629, -2.07187)
C (0.73048, 5.65384, -1.14239)
C (5.39821, 1.12466, 2.50483)
C (-0.15858, 7.14946, 2.11134)
C (4.54629, 0.70904, 0.26760)
C (-3.96283, -3.53466, 3.64551)
C (-3.48504, -2.43972, 1.51708)
C (-0.39077, -2.05048, 0.03951)
C (-3.50071, -2.43041, 2.91804)
C (0.55393, 6.58512, -0.16106)
C (-0.64446, 6.79887, 3.33363)
C (0.99129, 1.07648, 0.18024)
C (3.40309, 0.41278, -0.59731)
C (5.83629, 0.96543, -0.22223)
C (4.74939, -1.55766, -3.55164)
C (-0.37537, 4.82630, 1.27943)
C (0.62468, -2.71244, -0.63891)
C (-2.61739, -1.17230, -2.95608)
C (-0.27526, 3.86359, 0.21114)
C (-0.23254, -1.87998, 1.52334)
C (1.73153, -3.59786, -2.71258)
C (-3.95343, -3.72210, -0.61773)
C (-3.94914, -3.61114, 0.88649)
C (-3.00640, 1.88975, -1.94654)
C (-4.40118, -4.69858, 1.62523)
H (1.18128, 5.93879, -2.08787)
H (-2.68435, -0.43305, 3.09840)
H (3.82485, -1.78888, -5.48102)
H (-3.48111, -0.80151, -2.41038)
H (-4.38613, -6.77463, 3.54242)
H (7.49512, 1.59401, 2.67108)
H (-1.39191, 2.64838, -3.16643)
H (-3.75766, -0.89618, 4.42516)
H (5.42865, -1.20157, -1.55932)
H (1.50811, -3.74890, -3.77034)
H (-2.04107, 3.82586, -2.04382)
H (-2.93498, -3.78446, -1.00996)
H (-2.12743, -1.55892, 4.33410)
H (0.84527, 7.62090, -0.29936)
H (1.64699, 0.51280, -2.59069)
H (1.47682, -3.07341, -0.06969)
H (-0.76154, 7.53602, 4.11946)
H (-3.95752, -3.49064, 4.73312)
H (1.93367, -4.57554, -2.26649)
H (3.35223, 0.66253, 2.04049)
H (-2.99007, 3.37650, -3.49062)
H (-4.81199, -5.69690, 4.87340)
H (-4.75265, -5.58567, 1.10155)
H (6.01296, 0.95225, -1.28906)
H (-2.93652, -1.94824, -3.65887)
H (-5.98723, -6.04827, 3.60518)
H (2.64926, -3.00952, -2.65121)
H (-1.30685, 5.15422, 4.57156)
H (0.73383, -2.27760, 1.83935)
H (-1.02075, -2.39378, 2.06865)
H (-4.40358, -2.83999, -1.07899)
H (5.60914, -2.17204, -3.79559)
H (0.46216, 3.62450, -1.76333)
H (7.86225, 1.48170, 0.21713)
H (1.82461, -0.45454, -4.84088)
H (-4.50369, -4.60927, -0.94091)
H (-0.27774, -0.82142, 1.79291)
H (5.21167, 1.19376, 3.57029)
H (-0.53014, -2.51162, -3.78814)
H (0.12629, 8.17557, 1.90141)
H (-2.25194, -0.32294, -3.53903)


Entry 5:
A 2-piece molecular cluster, C2H4INO overall at a distorted geometry. Source: the OMol25 dataset; level of theory: wB97M-V/def2-TZVPD.

energy above the lowest of the compared OMol25 structures with the same formula, charge and spin	3.999	eV
total charge	0

Geometry (Å):
I (-1.62859, -2.19024, 1.45364)
O (-1.41757, 1.13591, -0.31847)
N (0.57092, -1.57912, -0.59129)
C (0.30496, 0.25281, 0.92632)
C (0.00984, -1.06823, 0.41195)
H (0.01010, 0.54659, 1.92610)
H (-1.71288, 0.27930, -0.69496)
H (-0.08051, -2.17093, -1.12063)
H (0.82486, 1.07529, 0.41548)


Entry 6:
A 7-piece molecular cluster, C9H31ClO10 overall at a distorted geometry. Source: the OMol25 dataset; level of theory: wB97M-V/def2-TZVPD.

total charge	-1
multiplicity	2

Geometry (Å):
Cl (1.35106, 0.19377, -3.76768)
O (-2.72913, 1.19554, -1.19207)
O (-2.76344, 1.43104, 1.66303)
O (-1.00388, -2.05786, 4.18403)
O (0.28474, -0.70534, -3.83251)
O (1.51100, 0.68672, -2.45093)
O (-0.51198, 0.31282, 0.04763)
O (1.04098, 1.23377, -4.61291)
O (2.58021, -0.42890, -4.15663)
O (0.73445, -1.80883, -0.80439)
O (1.21818, 2.28391, 0.51062)
C (-1.29758, -1.13600, 3.11035)
C (0.23501, -3.04634, -1.33786)
C (2.44983, 0.87669, 2.01500)
C (-2.57557, 1.75163, -2.52120)
C (0.82693, -4.02044, -0.30081)
C (-1.98614, 2.40164, 2.38211)
C (2.45824, 2.17085, 1.18349)
C (-1.26554, -3.00458, -1.46819)
C (3.59183, 2.28369, 0.09116)
H (1.91049, -4.09233, -0.20692)
H (0.61589, -3.32473, -2.32047)
H (1.55802, -1.79501, -1.29749)
H (1.84994, 0.88554, 2.92502)
H (-1.55083, -2.46002, -2.36828)
H (-2.44184, 3.34834, 2.09193)
H (-0.78351, -2.93439, 3.86043)
H (3.34778, 3.02082, -0.67381)
H (-1.55074, 2.10726, -2.62780)
H (3.46549, 0.75426, 2.39124)
H (-0.96357, 2.30134, 2.01825)
H (-1.99927, -1.47496, 2.34823)
H (-3.67527, 1.57214, 1.92808)
H (-3.26625, 2.56486, -2.74421)
H (-1.69697, -2.51140, -0.59714)
H (1.14758, 3.10052, 0.01086)
H (-1.35687, 0.52448, -0.35603)
H (-0.12814, -0.45208, -0.38735)
H (0.48355, -5.00096, -0.63062)
H (2.07339, -0.03570, 1.55249)
H (-2.68687, 0.87189, -3.15506)
H (4.59778, 2.47552, 0.46449)
H (-1.77541, -0.26581, 3.56040)
H (2.44617, 3.08238, 1.78105)
H (-3.65529, 1.11768, -0.95174)
H (0.32796, -3.74766, 0.62909)
H (-2.04764, 2.13252, 3.43656)
H (-0.41521, -0.82310, 2.55212)
H (-1.76822, -3.97098, -1.50640)
H (3.75455, 1.32262, -0.39665)
H (0.03412, 1.09317, -0.07249)


Entry 7:
A 2-piece molecular cluster, C3H9NO2 overall at a distorted geometry. Source: the OMol25 dataset; level of theory: wB97M-V/def2-TZVPD.

energy above the lowest of the compared OMol25 structures with the same formula, charge and spin	2.561	eV
total charge	0
SMILES	NCCC=O.O

Geometry (Å):
O (-2.60759, 0.56184, -0.37210)
O (-0.57195, 1.63388, -1.39905)
N (1.36724, -1.82783, 0.88218)
C (0.25355, 1.54331, -0.49535)
C (1.10107, 0.30935, -0.32629)
C (0.29011, -0.87384, 0.39001)
H (1.32415, -1.74518, 1.85712)
H (1.28141, -2.74184, 0.60228)
H (-3.03169, 1.15484, 0.13749)
H (-0.39010, -1.19264, -0.38965)
H (0.02439, 2.24653, 0.27841)
H (-2.07625, 1.07006, -1.01930)
H (2.03843, 0.44971, 0.03590)
H (1.28196, -0.02323, -1.39936)
H (-0.28473, -0.56495, 1.21770)


Entry 8:
A single C6H10O molecule at a distorted geometry. Source: the OMol25 dataset; level of theory: wB97M-V/def2-TZVPD.

energy above the lowest of the compared OMol25 structures with the same formula, charge and spin	2.109	eV
total charge	0
SMILES	C=C(C)CCC=O

Geometry (Å):
O (1.24344, 0.60499, 2.40986)
C (-0.76633, -0.76441, -0.22253)
C (0.34645, -0.93940, 0.85443)
C (0.65095, -0.04293, -2.13055)
C (0.32000, -0.10264, 2.06726)
C (-0.48305, 0.23451, -1.30321)
C (-1.34990, 1.18823, -1.39151)
H (-2.23826, 1.26249, -0.72748)
H (0.13992, -2.00953, 1.00239)
H (1.54198, -0.56350, -1.79972)
H (-1.65136, -0.46582, 0.34533)
H (0.29870, -0.86738, -2.94698)
H (-0.47698, -0.05381, 2.76255)
H (-1.24210, 2.12068, -1.99075)
H (1.07361, 0.88893, -2.61886)
H (1.42521, -0.97979, 0.27443)
H (-1.12695, -1.61240, -0.82310)


| no. | energy (eV) |
| --- | --- |
| 1 | -209489.6550 |
| 2 | -105402.8910 |
| 3 | -82400.6850 |
| 4 | -69505.7839 |
| 5 | -13772.4224 |
| 6 | -42822.3388 |
| 7 | -8840.3947 |
| 8 | -8429.1309 |